Entry 1:
DFT (the ωB97M-V functional and the def2-TZVPD basis) results for a 6-piece molecular cluster, C36H108N18O6P6 overall.

Properties
LUMO	0.409	eV
structure (SMILES)	CN(C)P(=O)(N(C)C)N(C)C.CN(C)P(=O)(N(C)C)N(C)C.CN(C)P(=O)(N(C)C)N(C)C.CN(C)P(=O)(N(C)C)N(C)C.CN(C)P(=O)(N(C)C)N(C)C.CN(C)P(=O)(N(C)C)N(C)C
total energy	-133931.250	eV
total charge	0
relative energy (zero: lowest compared OMol25 entry of this formula, charge and spin)	30.5	kJ/mol
HOMO level	-8.33	eV
gap between HOMO and LUMO	8.74	eV

Geometry as XYZ:
```
174
Properties=species:S:1:pos:R:3:forces:R:3
C 2.8965 -2.8513 -3.5278 0.2 0.4 -0.5
N 1.5478 -3.0911 -3.0650 -0.6 0.1 0.1
C 0.5882 -2.0776 -3.4752 -0.5 0.4 0.1
P 1.0490 -4.4100 -2.2042 1.2 -0.7 0.1
O -0.3251 -4.3511 -1.6794 -0.4 0.3 -0.4
N 1.3286 -5.7826 -3.0933 0.2 -0.8 -0.2
C 0.2478 -6.6386 -3.5702 -1.0 1.3 0.0
C 2.6258 -6.1706 -3.6560 -0.8 0.0 0.3
N 2.2400 -4.5284 -1.0508 0.8 0.1 0.4
C 2.4133 -3.3957 -0.1441 -1.1 0.0 -0.6
C 2.5782 -5.8092 -0.4570 0.2 -1.0 -0.5
H 3.6630 -3.3354 -2.9286 -0.1 0.0 0.3
H 3.0590 -1.7699 -3.5308 0.2 0.0 0.3
H 3.0688 -3.1511 -4.5722 -0.2 -0.2 0.1
H 0.9180 -1.6330 -4.4144 0.0 0.1 0.0
H 0.4686 -1.2998 -2.7106 0.3 0.1 -0.1
H -0.4233 -2.4501 -3.6468 0.2 -0.4 0.0
H -0.2750 -6.1130 -4.3814 0.0 -0.3 -0.2
H 0.5887 -7.5945 -3.9564 0.3 -0.1 0.3
H -0.5127 -6.7607 -2.7981 0.1 -0.3 0.1
H 2.5324 -6.3365 -4.7324 0.1 0.1 0.0
H 3.3671 -5.4041 -3.4724 0.2 -0.1 0.1
H 2.8944 -7.1232 -3.1925 0.4 0.0 -0.1
H 3.4108 -3.3842 0.2897 0.0 0.1 0.0
H 2.1852 -2.4810 -0.6976 0.4 0.1 0.1
H 1.6358 -3.4401 0.6213 0.3 0.0 0.3
H 3.2460 -6.3703 -1.1192 0.0 0.0 0.0
H 1.7275 -6.4772 -0.2863 -0.1 0.3 0.1
H 3.1376 -5.7359 0.4758 -0.2 0.5 0.1
C 2.2456 8.0478 -4.7711 1.5 0.4 -1.0
N 1.7528 7.2066 -5.8437 -0.5 0.4 0.4
C 1.7998 7.8146 -7.1858 1.3 -1.7 0.0
P 1.1306 5.6881 -5.6634 0.6 0.1 0.4
O 1.0272 4.9919 -6.9490 -0.6 0.0 -0.6
N 2.1239 4.9569 -4.5533 0.1 0.2 0.6
C 1.7085 3.6809 -3.9787 1.3 0.4 -0.1
C 3.5371 5.1979 -4.3786 0.0 0.2 0.2
N -0.3134 5.7897 -4.8465 -0.6 0.1 -0.1
C -0.3739 6.2041 -3.4448 0.6 -0.9 -0.6
C -1.4651 5.0391 -5.3336 -0.3 0.5 -0.2
H 2.4600 7.4964 -3.8617 -0.7 0.1 0.3
H 1.7120 8.9973 -4.6771 -0.5 -0.3 0.5
H 3.2586 8.3871 -5.0646 -0.1 0.0 0.0
H 2.1753 8.8282 -7.1047 -0.5 0.2 -0.1
H 0.9205 7.6472 -7.8011 -0.4 0.5 0.4
H 2.5705 7.2234 -7.6992 0.0 0.4 -0.4
H 2.1231 3.6167 -2.9658 -0.7 0.2 0.3
H 0.6313 3.6008 -4.0468 0.0 -0.4 0.2
H 2.2621 2.8676 -4.4672 -0.6 -0.1 -0.4
H 3.8493 6.0960 -4.9057 0.1 -0.2 -0.3
H 3.7659 5.3909 -3.3212 -0.1 -0.2 0.0
H 4.1224 4.3246 -4.6809 0.1 0.1 -0.2
H -1.3676 6.5771 -3.2241 0.0 0.0 0.0
H -0.1322 5.3159 -2.8464 -0.3 0.3 0.5
H 0.3696 6.9629 -3.2181 -0.1 0.1 -0.1
H -1.7129 5.3498 -6.3489 0.3 -0.4 -0.2
H -2.3685 5.3155 -4.7834 0.2 -0.1 0.4
H -1.3271 3.9567 -5.2737 -0.1 0.0 -0.1
C -2.2736 8.8449 -0.6739 -0.8 0.0 -0.4
N -2.5143 7.7147 0.2124 0.1 -0.3 -0.6
C -2.3471 6.4007 -0.4669 0.5 1.1 1.5
P -3.6266 7.8745 1.4369 0.9 -0.2 0.1
O -5.0176 8.1202 1.0518 -0.6 -0.1 0.0
N -3.4441 6.4841 2.3086 0.2 -0.9 -0.1
C -4.4416 5.4230 2.2364 -0.7 0.4 0.6
C -2.2762 6.1296 3.1006 -0.6 -1.0 0.4
N -2.9870 9.0884 2.3488 0.0 0.6 -0.1
C -3.8996 9.9648 3.0525 0.0 0.2 0.7
C -1.5865 9.3576 2.5513 0.2 0.6 -0.4
H -3.1396 9.0139 -1.3334 -0.1 0.3 0.3
H -1.4872 8.6667 -1.4112 0.5 -0.2 0.6
H -2.0811 9.7277 -0.0696 0.1 0.2 -0.3
H -1.3381 6.1190 -0.1569 0.1 -0.7 -0.7
H -2.4365 6.5493 -1.5346 -0.1 -0.3 -0.1
H -3.0524 5.6749 -0.0784 -0.1 -0.1 -0.2
H -5.3258 5.6696 2.8356 -0.2 0.3 -0.4
H -4.7367 5.2339 1.2058 -0.2 -0.2 0.1
H -4.1111 4.5086 2.7302 0.5 0.0 -0.4
H -1.3917 6.7340 2.9378 -0.2 0.4 0.1
H -2.6034 6.0485 4.1459 0.5 0.7 0.2
H -1.9852 5.0850 2.9170 0.1 0.2 -0.5
H -4.9153 9.7602 2.7279 0.0 0.1 0.0
H -3.8261 9.8388 4.1423 -0.1 -0.3 -0.1
H -3.6647 11.0258 2.9075 0.0 -0.1 -0.4
H -1.0024 8.8289 1.7990 0.1 -0.2 0.3
H -1.2378 9.1591 3.5697 0.0 -0.3 0.0
H -1.3819 10.4222 2.3702 -0.1 0.0 0.1
C -2.0339 -8.8688 -0.1307 1.1 -0.9 0.4
N -2.9069 -8.2324 0.8154 -0.5 -0.1 -0.3
C -4.3242 -8.2564 0.5011 -0.6 -0.4 1.1
P -2.4732 -7.6830 2.3198 0.8 0.5 -0.6
O -3.3763 -8.0721 3.4096 -0.3 -0.1 0.1
N -0.9144 -8.1841 2.5823 0.3 -0.8 0.1
C -0.7108 -9.5679 3.0172 0.9 1.0 1.0
C 0.2348 -7.5692 1.9337 -0.6 0.1 -0.5
N -2.3013 -6.0527 2.1077 -0.5 0.2 0.1
C -2.1922 -5.3743 0.8367 -0.6 0.1 -0.6
C -2.4753 -5.1691 3.2423 1.0 -0.3 1.2
H -2.5227 -9.6287 -0.7430 -0.5 0.4 -0.1
H -1.2899 -9.4774 0.3955 0.1 0.2 0.0
H -1.4569 -8.1853 -0.7642 -0.3 0.1 -0.2
H -4.7410 -9.2465 0.7310 0.1 -0.1 -0.5
H -4.5730 -7.9572 -0.5148 0.2 0.1 -0.1
H -4.8689 -7.6438 1.2244 0.1 0.4 -0.3
H 0.0740 -9.5649 3.7890 0.0 0.1 -0.1
H -1.5948 -9.8709 3.5726 -0.2 -0.6 -0.6
H -0.2992 -10.1961 2.2228 -0.7 -0.4 -0.1
H 0.1750 -7.6526 0.8403 0.1 0.1 0.0
H 0.2522 -6.5073 2.1793 0.3 0.0 0.0
H 1.1520 -8.0829 2.2158 0.0 0.2 0.3
H -1.3664 -4.6634 0.7707 0.1 -0.1 0.2
H -2.0934 -6.0401 -0.0179 0.3 -0.3 0.3
H -3.1356 -4.8472 0.6270 0.2 0.3 0.1
H -2.9199 -4.2163 2.9636 -0.1 0.0 -0.1
H -1.5096 -5.0014 3.7541 0.1 0.5 -0.5
H -3.0136 -5.6270 4.0752 -0.6 -0.1 -0.5
C 4.1204 -2.8572 6.7496 0.6 -0.7 -0.2
N 3.1445 -2.5266 5.7310 -0.4 -0.7 0.0
C 1.8834 -1.9903 6.2279 0.1 0.5 -0.1
P 3.7305 -1.9770 4.2763 0.5 -1.0 -0.8
O 4.3453 -0.6409 4.2325 -0.2 0.3 0.0
N 4.8727 -3.1188 3.8477 -0.4 0.5 0.3
C 6.2569 -2.7375 3.6207 -0.1 -0.2 -0.2
C 4.5529 -4.5195 3.6300 0.5 0.4 0.0
N 2.4566 -2.1810 3.2258 0.1 0.4 0.4
C 2.1209 -1.0575 2.3358 -0.3 -0.5 0.7
C 1.5522 -3.3067 3.2905 -0.6 0.0 0.0
H 3.7789 -3.6402 7.4329 -0.6 0.5 0.3
H 4.4975 -1.9694 7.2620 0.0 -0.1 0.3
H 4.9557 -3.3930 6.2894 0.1 0.5 -0.2
H 1.0182 -2.3216 5.6521 0.1 -0.1 -0.1
H 1.9137 -0.8952 6.1945 -0.2 0.0 0.2
H 1.7316 -2.3114 7.2563 0.1 0.0 0.0
H 6.6543 -3.4024 2.8487 0.3 -0.1 0.3
H 6.3723 -1.7352 3.2139 -0.3 0.1 0.2
H 6.8256 -2.7941 4.5546 0.3 -0.2 -0.2
H 4.6659 -4.7179 2.5581 0.0 -0.4 0.1
H 5.2420 -5.1401 4.2130 0.0 -0.2 -0.2
H 3.5486 -4.7860 3.9468 0.0 0.2 0.0
H 1.4387 -0.3874 2.8697 0.0 0.2 -0.2
H 3.0353 -0.5294 2.0846 -0.1 0.1 -0.2
H 1.6077 -1.4263 1.4523 0.2 0.1 -0.1
H 0.5084 -2.9746 3.2234 0.0 0.1 -0.1
H 1.6235 -3.8395 4.2385 0.2 0.1 0.0
H 1.7188 -4.0351 2.4935 0.0 0.0 0.0
C -2.4376 2.2013 1.4120 -1.2 0.8 0.8
N -1.1372 1.8963 0.9479 1.5 0.0 -0.7
C -0.0131 2.3099 1.7824 -0.6 0.1 0.7
P -0.8872 0.8505 -0.3112 -1.2 -1.5 -0.1
O 0.5085 0.4170 -0.4908 0.5 0.5 0.3
N -1.8399 -0.4974 -0.0801 0.0 -0.1 -0.6
C -3.2934 -0.5572 -0.1434 0.3 0.0 0.1
C -1.2205 -1.6977 0.4764 0.0 0.3 0.6
N -1.6718 1.5495 -1.5881 -0.5 0.8 -0.6
C -2.0164 0.7930 -2.7913 1.1 0.0 -0.4
C -1.3207 2.9344 -1.8658 -0.1 1.1 0.8
H -3.2238 1.9509 0.7052 0.1 -0.2 -0.2
H -2.5674 3.2733 1.6140 0.2 0.0 -0.2
H -2.6856 1.7296 2.3731 0.1 -0.3 -0.1
H 0.4675 1.4599 2.2671 0.4 0.0 -0.4
H -0.4279 2.8755 2.6225 0.0 0.2 -0.2
H 0.6894 2.9588 1.2640 0.2 -0.2 -0.1
H -3.5484 -1.4908 -0.6490 -0.3 0.0 0.1
H -3.7406 -0.5364 0.8579 -0.1 -0.2 0.0
H -3.7259 0.2743 -0.6957 0.2 0.0 -0.1
H -0.8346 -1.4565 1.4749 0.1 -0.3 0.0
H -1.9830 -2.4676 0.5804 0.0 0.0 0.0
H -0.4178 -2.1238 -0.1242 0.0 0.2 -0.2
H -2.3364 1.4699 -3.5818 -0.4 0.2 0.2
H -1.0868 0.3725 -3.1987 -0.3 -0.5 0.0
H -2.7702 0.0261 -2.6467 0.1 -0.1 0.1
H -0.4064 3.2252 -1.3405 0.1 0.0 -0.2
H -2.0823 3.6451 -1.5127 -0.1 -0.2 0.1
H -1.1942 3.1912 -2.9150 0.1 -0.6 -0.1
```
Forces are in eV/Å.

=====

Entry 2:
DFT (the ωB97M-V functional and the def2-TZVPD basis) results for a 2-piece molecular cluster, CH4N4 overall.

Properties
LUMO	-11.187	eV
total energy	-7039.874	eV
total charge	+2
relative energy (zero: lowest compared OMol25 entry of this formula, charge and spin)	51.5	kJ/mol
HOMO level	-22.29	eV
gap between HOMO and LUMO	11.10	eV

Geometry as XYZ:
```
9
Properties=species:S:1:pos:R:3:forces:R:3
C 0.1764 -0.2510 -0.4038 1.4 -1.1 0.3
N -2.1835 1.0269 0.0459 0.9 2.5 -0.1
N -2.6553 0.0762 0.1833 -2.6 -2.3 0.1
N 0.6267 0.9514 -0.4571 -0.1 -0.2 -1.9
N -0.2805 -1.3270 -0.3391 -0.6 4.4 0.6
H 0.5558 1.2958 -1.4665 0.5 0.2 1.6
H 1.4278 1.2701 0.1351 -0.8 -0.2 -0.3
H -0.0268 -2.2390 -0.4565 0.8 -3.4 -0.6
H -3.3650 -0.7106 0.2087 0.5 0.2 0.2
```
Forces are in eV/Å.

=====

Entry 3:
DFT (the ωB97M-V functional and the def2-TZVPD basis) results for a 5-piece molecular cluster, C10H30O10 overall.

Properties
LUMO (spin up / spin down)	-2.493 / -9.259	eV
2S+1	2
total energy	-31317.618	eV
total charge	+1
relative energy (zero: lowest compared OMol25 entry of this formula, charge and spin)	123.3	kJ/mol
HOMO level (spin up / spin down)	-11.76 / -11.75	eV
gap between HOMO and LUMO (spin up / spin down)	9.26 / 2.50	eV

Geometry as XYZ:
```
50
Properties=species:S:1:pos:R:3:forces:R:3
C -26.1612 -0.2627 -22.6012 -1.5 -2.3 1.6
C -26.3571 -1.8285 -22.5938 -0.8 -0.1 -0.6
O -26.3822 -2.4999 -21.3147 0.8 1.8 0.0
O -26.1733 0.2429 -23.8390 0.5 -0.5 -2.0
H -25.1802 -0.1392 -22.1424 0.9 0.5 1.1
H -26.9522 0.2346 -22.0398 0.1 0.1 0.8
H -25.6120 -2.2563 -23.2645 0.2 -0.1 0.1
H -27.3297 -2.0623 -23.0268 -0.2 0.3 -0.4
H -26.5745 -3.4327 -21.4354 -0.1 -0.1 -0.1
H -25.9770 1.1827 -23.8401 -0.2 0.6 -0.2
C -27.1037 -0.0033 -19.1672 -0.2 -0.1 -1.0
C -26.9633 0.2608 -17.6342 -0.8 -1.0 0.4
O -26.4471 -0.9512 -17.0872 -0.2 1.5 -0.4
O -25.8256 -0.1338 -19.7021 -0.1 0.1 0.1
H -27.6076 0.7655 -19.7530 0.0 0.9 0.5
H -27.7605 -0.8650 -19.2867 0.5 -0.5 0.0
H -27.9943 0.3390 -17.2892 0.0 0.1 0.1
H -26.4162 1.1759 -17.4076 0.3 -0.3 -0.1
H -25.5006 -0.8895 -17.2357 0.4 -0.3 0.3
H -25.6848 -1.0732 -19.8412 0.3 -0.8 -0.4
C -22.6481 -1.6080 -22.7560 0.4 -0.9 1.2
C -21.1094 -1.6120 -22.8605 -0.1 -0.8 -0.2
O -20.4796 -2.5797 -21.9840 -0.8 0.8 -0.3
O -23.1081 -0.9554 -21.5571 -0.3 0.8 -0.5
H -22.9994 -2.6362 -22.6690 0.2 -0.3 -0.4
H -23.1359 -1.1837 -23.6335 0.2 0.4 0.1
H -20.7117 -0.6024 -22.7574 0.0 0.0 0.2
H -20.8724 -1.9592 -23.8662 0.0 0.1 -0.2
H -19.9239 -2.1282 -21.3446 0.0 0.1 0.0
H -23.2834 -1.5958 -20.8636 0.2 -0.3 -0.1
C -26.6136 3.8621 -26.3065 0.6 2.4 -1.7
C -27.6486 5.1063 -26.3018 2.3 -0.9 1.7
O -28.8158 4.6220 -25.7744 -2.1 -1.4 -0.3
O -26.3597 3.3138 -25.0259 -0.7 -0.4 0.7
H -25.6401 4.2657 -26.5847 -0.1 0.0 -0.9
H -26.9113 3.0877 -27.0135 -0.2 -0.1 0.3
H -27.7780 5.7207 -27.1928 0.2 -0.5 -0.1
H -27.3459 5.6908 -25.4329 1.3 1.1 -0.6
H -28.4187 3.9277 -25.2435 -1.1 -0.4 0.8
H -25.6129 3.8082 -24.6804 -0.1 0.1 0.2
C -27.7284 -5.9096 -18.0820 -0.3 0.5 0.8
C -28.2498 -4.7201 -18.8410 -0.6 0.6 2.7
O -28.5748 -5.0308 -20.1065 -0.1 -0.6 -2.8
O -26.5391 -6.2924 -18.7337 0.5 -0.2 -0.1
H -28.4532 -6.7210 -18.0156 -0.1 -0.2 -0.5
H -27.5967 -5.5943 -17.0470 0.5 0.1 0.1
H -27.5246 -3.9091 -18.7741 0.4 0.2 0.0
H -29.1613 -4.3663 -18.3593 -0.1 0.1 0.2
H -27.8720 -5.6240 -20.3819 0.0 -0.3 -0.6
H -25.9052 -6.6350 -18.0994 0.0 -0.1 -0.1
```
Forces are in eV/Å.